(1)
Formula: C2H7NO2
Source: the OMol25 dataset
Level of theory: ωB97M-V/def2-TZVPD

Values from the calculation:
2S+1: 2
Orbital gap (spin up / spin down), eV: 8.79 / 4.55
HOMO (spin up / spin down), eV: -14.03 / -14.03
Net charge: +1

Structure (XYZ):
```
12
Properties=species:S:1:pos:R:3:forces:R:3
O 0.420018 0.362097 0.247476 0.802 -0.174 -0.500
C -0.450983 -0.310937 -0.157312 -0.606 1.215 2.239
C -0.571405 -0.563112 -1.690975 0.223 -0.310 -2.561
N -1.355717 -1.608213 -2.205218 0.400 -0.613 2.151
H -1.247567 -0.502077 0.589639 -0.408 -0.758 -0.561
H -0.991253 0.391369 -2.038445 -0.096 0.143 0.405
H 0.461150 -0.596463 -2.041319 -0.079 -0.181 -0.051
H -2.260030 -1.692466 -1.752572 -0.542 0.312 -0.582
H -0.958173 -2.552635 -2.200602 0.295 0.391 -0.517
H 2.250566 2.129740 3.856399 0.209 -0.053 0.093
H 1.910665 1.178440 2.689921 0.255 0.023 0.161
O 1.587036 1.927031 3.196223 -0.454 0.005 -0.277
```
Forces are in eV/Å.

natural (NBO) population analysis, charges in e, atoms 1 to 8: -0.232 0.435 -0.337 -0.500 0.245 0.299 0.278 0.399

(2)
Formula: C42H37IrN3S3Sb
Source: the OMol25 dataset
Level of theory: ωB97M-V/def2-TZVPD

Values from the calculation:
2S+1: 5
Orbital gap (spin up / spin down), eV: 5.08 / 5.57
HOMO (spin up / spin down), eV: -5.40 / -8.15

Structure (XYZ):
```
87
Properties=species:S:1:pos:R:3:forces:R:3
Ir 1.311420 1.711391 0.334208 0.068 0.151 0.264
S 2.854035 1.321416 1.957642 0.182 -0.010 0.030
C 2.390277 2.280594 3.299009 -0.137 0.043 0.080
C 3.166925 2.139925 4.494173 -0.046 0.135 -0.006
N 3.793673 2.027799 5.450942 0.019 -0.065 -0.001
C 1.350955 3.163695 3.210005 0.152 -0.139 0.116
S 0.419381 3.342477 1.779738 -0.019 -0.037 -0.059
C 1.000870 3.994941 4.324484 -0.009 -0.045 -0.048
N 0.699912 4.660151 5.211703 -0.013 0.022 0.016
C 4.847218 0.445305 -1.906536 0.016 -0.004 -0.012
C 4.599822 1.058704 -3.129790 0.061 0.042 -0.008
C 3.442338 1.788663 -3.328361 0.008 0.045 0.048
C 2.511129 1.930956 -2.293504 0.050 -0.010 -0.058
C 2.770042 1.341569 -1.039935 0.096 -0.149 0.021
C 3.939581 0.603471 -0.866820 -0.005 0.013 0.025
C 1.267256 2.643667 -2.412161 -0.110 0.010 0.053
C 0.915258 3.424934 -3.495640 0.088 -0.005 -0.010
C -0.269131 4.119550 -3.526137 -0.038 0.023 0.002
C -1.178985 3.995741 -2.425266 0.000 0.008 0.020
C -2.406524 4.654071 -2.415561 -0.026 0.003 0.013
C -3.304483 4.505448 -1.367002 0.008 0.020 -0.041
C -2.983035 3.652671 -0.328311 0.012 -0.019 0.034
C -1.770374 2.968068 -0.330039 -0.034 0.001 -0.012
C -0.829318 3.158354 -1.333373 0.036 -0.046 -0.036
N 0.416894 2.518229 -1.285524 -0.265 0.068 -0.276
H 5.750402 -0.131955 -1.755028 -0.011 0.010 0.001
H 5.314777 0.960232 -3.937566 -0.010 -0.004 0.005
H 3.258134 2.238852 -4.294997 -0.006 -0.017 0.001
H 4.170953 0.142500 0.086797 -0.009 0.001 -0.011
H 1.608270 3.502199 -4.322015 -0.016 0.001 0.000
H -0.537351 4.742456 -4.368572 0.015 0.001 0.003
H -2.650363 5.293265 -3.256312 0.000 -0.001 0.006
H -4.247258 5.036886 -1.374514 0.014 -0.004 0.002
H -3.671911 3.496140 0.491286 0.012 0.005 -0.019
H -1.571681 2.263171 0.460954 0.019 0.023 0.005
C 2.187707 -2.104395 3.137392 0.053 -0.001 -0.014
C 0.830300 -2.276090 3.756394 -0.004 -0.030 0.030
C 0.700215 -3.078739 4.887770 0.001 0.014 -0.003
C -0.533090 -3.312792 5.473840 0.012 -0.011 0.006
C -1.672592 -2.752625 4.921734 -0.008 0.007 -0.005
C -1.563668 -1.950058 3.795657 -0.010 0.041 -0.001
C -0.323649 -1.691811 3.217678 0.036 -0.072 0.032
Sb -0.195430 -0.584055 1.383866 0.016 0.107 -0.208
C 0.294705 -2.225775 0.126377 0.007 -0.126 -0.011
C 1.527443 -2.135556 -0.510664 0.025 0.006 -0.010
C 2.016749 -3.182513 -1.277070 -0.006 -0.025 0.034
C 1.250870 -4.326822 -1.422492 0.002 -0.007 -0.004
C 0.015544 -4.418014 -0.796215 -0.013 0.001 -0.010
C -0.480230 -3.386148 -0.003018 0.047 -0.022 0.004
C -1.804988 -3.569244 0.685256 -0.018 -0.009 0.038
C -2.235468 -0.021501 1.165494 -0.084 0.058 0.066
C -2.763992 0.656082 2.267140 0.012 -0.012 0.019
C -4.063108 1.137318 2.256947 -0.008 -0.010 0.001
C -4.846919 0.945333 1.128548 -0.006 -0.007 0.001
C -4.309361 0.323955 0.014406 -0.014 -0.016 0.017
C -2.996473 -0.145076 0.000038 -0.007 -0.008 -0.017
C -2.427140 -0.670319 -1.284383 0.022 -0.007 -0.056
H 2.961996 -2.520764 3.780332 -0.007 -0.004 -0.007
H 2.428134 -1.053240 2.977738 -0.006 0.016 -0.011
H 2.248744 -2.608981 2.168985 -0.020 0.004 0.021
H 1.590130 -3.528593 5.312036 -0.009 0.007 -0.004
H -0.602024 -3.938364 6.354618 -0.001 0.008 -0.004
H -2.645678 -2.938050 5.358112 0.008 0.001 -0.006
H -2.466145 -1.542583 3.362919 -0.020 0.032 -0.014
H 2.113825 -1.228082 -0.433346 -0.006 0.002 0.022
H 2.979214 -3.091292 -1.764888 -0.008 0.000 0.014
H 1.609881 -5.152852 -2.024090 -0.002 0.006 0.002
H -0.582292 -5.314320 -0.918970 0.010 0.006 0.006
H -2.431192 -4.267025 0.128808 0.007 -0.004 0.016
H -2.355898 -2.633497 0.787220 0.018 -0.025 0.010
H -1.662824 -3.972898 1.690584 0.000 0.006 0.000
H -2.158387 0.817124 3.153165 0.020 -0.023 0.011
H -4.455826 1.655978 3.122174 0.006 -0.013 -0.008
H -5.868359 1.304117 1.106005 0.013 0.000 0.000
H -4.909377 0.217175 -0.881989 0.007 0.003 0.009
H -3.221523 -1.021501 -1.943332 -0.003 0.012 -0.007
H -1.715831 -1.482399 -1.136959 -0.051 0.061 -0.033
H -1.894076 0.134805 -1.802044 0.004 0.000 0.003
C -0.654173 -1.872408 -4.158194 -0.038 -0.084 -0.031
S 0.462110 -0.683475 -3.395290 -0.088 0.102 -0.071
C 1.989670 -1.208787 -4.183408 0.097 -0.087 0.039
H -0.777542 -1.685207 -5.225079 0.032 0.009 0.009
H -1.625218 -1.782835 -3.674567 0.003 0.035 -0.009
H -0.287358 -2.888832 -4.004979 0.004 0.014 0.018
H 2.115050 -2.287878 -4.077424 -0.024 0.010 0.000
H 2.811567 -0.710733 -3.670865 -0.067 -0.041 -0.037
H 2.016838 -0.941326 -5.239908 -0.033 0.009 0.004
```
Forces are in eV/Å.

Mulliken population analysis, charges in e, atoms 1 to 8: 2.648 -0.307 0.581 -0.234 -0.486 0.670 -0.315 -0.215

(3)
Formula: C34H38CdN8OSi
Source: the OMol25 dataset
Level of theory: ωB97M-V/def2-TZVPD

Values from the calculation:
Orbital gap (spin up / spin down), eV: 6.54 / 6.54
HOMO (spin up / spin down), eV: -6.51 / -6.51

Structure (XYZ):
```
83
Properties=species:S:1:pos:R:3:forces:R:3
Cd 0.146619 1.240886 0.003684 -0.345 -0.420 -0.454
C -1.469245 -1.255893 3.487609 0.000 0.077 -0.003
C -1.405169 -0.610303 2.136489 0.160 0.275 0.265
N -0.491493 0.251170 1.854574 -0.293 -0.106 0.034
N 0.448737 0.564219 2.793884 0.451 -0.220 0.282
C 1.094124 1.691651 2.517729 -0.403 -0.076 0.173
O 0.766968 2.535504 1.622952 0.479 0.043 0.438
C 2.336892 1.924069 3.306416 0.068 0.124 0.052
C 2.639674 1.177111 4.442100 -0.036 0.022 -0.050
C 3.842547 1.374728 5.099806 0.008 -0.034 0.073
C 4.752926 2.310037 4.626229 0.039 0.049 -0.033
C 4.450263 3.062752 3.500105 0.036 0.007 0.041
C 3.244401 2.873653 2.843946 -0.080 -0.033 0.018
C -2.490325 -0.803435 1.151056 -0.373 -0.185 -0.070
C -3.772065 -0.994966 1.550640 0.283 0.016 0.075
C -4.832293 -1.016681 0.569202 -0.115 0.050 -0.174
C -4.617165 -0.498348 -0.643403 -0.105 -0.065 0.030
C -3.275574 0.104301 -0.948004 -0.062 0.314 0.186
N -2.234917 -0.589101 -0.205361 0.439 0.336 -0.069
H -0.922340 -0.645909 4.201507 -0.018 -0.056 0.009
H -0.998527 -2.241208 3.446457 -0.010 -0.017 -0.013
H -2.492286 -1.388399 3.827812 0.003 -0.060 -0.014
H 1.919741 0.450233 4.792931 0.028 -0.011 0.014
H 4.072778 0.804174 5.991305 -0.011 -0.018 -0.020
H 5.697512 2.455862 5.135481 -0.020 0.006 0.022
H 5.152148 3.803846 3.138941 0.005 -0.023 -0.018
H 2.987847 3.448240 1.963989 -0.007 0.010 0.008
H -4.027312 -1.104031 2.593388 0.047 0.064 0.011
H -5.797710 -1.422140 0.846476 0.007 -0.031 -0.042
H -5.375589 -0.488450 -1.416816 -0.051 -0.009 0.071
H -3.060306 -0.020287 -2.008356 0.056 0.002 -0.034
C -5.034386 3.141926 -1.468852 -0.122 -0.117 0.209
C -4.572132 2.282460 -0.558958 -0.109 0.070 -0.021
C -3.206068 1.676041 -0.636496 0.083 -0.220 -0.176
C -2.319152 2.351382 -1.662361 0.264 -0.391 0.446
C -2.911338 3.208120 -2.656987 -0.244 0.246 -0.407
C -4.198598 3.586701 -2.569251 0.325 -0.051 -0.057
N -1.048778 2.070308 -1.649208 -0.276 0.097 -0.300
N -0.311046 2.464623 -2.714867 0.004 0.116 -0.353
C 1.005268 2.255297 -2.629905 -0.058 -0.079 0.313
C 1.793235 2.567815 -3.776408 0.207 0.020 -0.052
C 3.148527 2.430330 -3.730571 -0.199 0.013 -0.001
C 3.767983 1.973110 -2.550465 0.056 -0.033 0.133
C 2.962322 1.655684 -1.490878 0.225 0.026 -0.027
N 1.623931 1.768091 -1.513086 -0.115 0.049 -0.481
H -6.039290 3.537539 -1.387678 0.004 -0.005 0.032
H -5.191260 1.962254 0.269607 -0.034 0.060 -0.027
H -2.742839 1.744081 0.354019 -0.014 -0.017 0.020
H -2.256813 3.572000 -3.435619 -0.063 -0.022 -0.007
H -4.616593 4.270733 -3.296429 0.019 -0.010 -0.033
H 1.277392 2.914031 -4.660410 -0.016 0.019 0.013
H 3.751670 2.674211 -4.596345 -0.027 0.007 -0.023
H 4.841682 1.877682 -2.477298 -0.016 -0.017 0.043
H 3.386192 1.292718 -0.561386 -0.003 -0.001 0.007
C -2.495870 -4.372279 -0.680843 0.063 0.155 -0.153
Si -2.038326 -2.995798 -1.885754 0.075 -0.180 -0.038
C -0.585419 -3.471949 -2.998108 -0.201 -0.043 0.171
C -3.546165 -2.630724 -2.960334 0.194 0.083 0.150
C -1.330563 -1.503601 -0.917856 -0.309 -0.078 -0.164
H -2.886061 -5.242843 -1.212715 0.002 -0.001 -0.004
H -3.268134 -4.032645 0.013657 0.002 0.030 -0.007
H -1.634364 -4.696648 -0.093479 0.010 0.023 -0.003
H -0.837006 -4.292443 -3.673133 -0.010 -0.008 0.022
H 0.278966 -3.780684 -2.404739 -0.004 0.013 0.003
H -0.280376 -2.620041 -3.611405 -0.028 -0.003 0.010
H -3.815530 -3.527534 -3.522791 0.046 -0.030 0.009
H -3.363288 -1.831807 -3.682334 0.018 0.000 0.000
H -4.407160 -2.352249 -2.350895 0.036 -0.053 -0.047
H -0.722085 -0.946904 -1.643765 0.012 0.149 0.095
H -0.634288 -1.911632 -0.182511 0.150 -0.005 -0.005
N 5.957869 -2.525424 0.992204 -0.016 -0.080 0.040
C 4.674845 -2.091345 0.790662 -0.167 0.040 -0.044
C 3.783050 -1.933279 1.855878 0.114 -0.035 -0.053
C 2.495043 -1.511492 1.599929 0.056 0.045 -0.019
N 2.030064 -1.218532 0.380543 -0.098 0.046 -0.059
C 2.879274 -1.404006 -0.633806 -0.108 -0.034 -0.020
C 4.182493 -1.832284 -0.492394 0.085 -0.014 0.022
H 6.319295 -2.501923 1.928757 0.058 0.030 -0.015
H 6.628044 -2.399701 0.255844 0.030 0.022 0.001
H 4.107114 -2.122557 2.871871 -0.057 -0.010 0.011
H 1.802864 -1.376337 2.420270 -0.039 0.097 0.040
H 2.487617 -1.192057 -1.623884 0.046 0.044 0.003
H 4.817329 -1.951709 -1.361802 -0.030 0.003 -0.011
```
Forces are in eV/Å.

Mulliken population analysis, charges in e, atoms 1 to 8: 0.849 -1.695 -0.362 1.482 -0.796 0.276 -0.858 0.645